[1]
{
  "formula": "CH5O4",
  "method": "ωB97M-V with the def2-TZVPD basis set",
  "elements": ["O", "C", "O", "H", "H", "H", "O", "H", "H", "O"],
  "xyz": [[-1.649, -1.120, 0.091], [-0.800, -2.074, -0.128], [0.417, -1.902, -0.442], [-1.274, -3.132, -0.093], [-1.581, 1.037, -0.341], [-1.335, 2.473, 0.029], [-1.452, 1.937, -0.759], [1.885, 1.269, 0.449], [3.132, 0.451, 0.247], [2.657, 1.060, 0.948]],
  "forces_ev_per_a": [[1.038, -1.693, -0.122], [-0.151, 2.368, -0.529], [-1.680, -1.092, 0.583], [0.795, 0.884, 0.049], [0.283, 0.369, -0.877], [0.046, 0.286, -0.015], [-0.234, -1.046, 0.890], [-1.298, 0.242, -0.385], [-1.341, 1.620, 2.298], [2.542, -1.936, -1.893]],
  "lowdin_charge": [-0.20, -0.62, -0.17, 0.09, 0.02, 0.01, -0.11, 0.00, 0.10, -0.11],
  "gap_ha": 0.3044,
  "e_lumo_ev": 3.9,
  "fmax_ev_per_a": 3.7,
  "total_charge": -1,
  "total_energy_ev": -9309.4629,
  "multiplicity": 1,
  "e_above_lowest_kcal_mol": 24.0
}

***

[2]
{
  "formula": "C31H66IN2O4PS3",
  "method": "ωB97M-V with the def2-TZVPD basis set",
  "elements": ["O", "S", "O", "C", "C", "C", "S", "C", "S", "N", "C", "C", "N", "C", "O", "P", "O", "I", "H", "H", "H", "H", "H", "H", "H", "H", "H", "H", "C", "C", "C", "C", "C", "C", "H", "H", "H", "H", "H", "H", "H", "H", "H", "H", "H", "H", "H", "H", "C", "C", "C", "C", "C", "C", "H", "H", "H", "H", "H", "H", "H", "H", "H", "H", "H", "H", "H", "H", "C", "C", "C", "C", "C", "C", "H", "H", "H", "H", "H", "H", "H", "H", "H", "H", "H", "H", "H", "H", "C", "C", "C", "C", "C", "C", "H", "H", "H", "H", "H", "H", "H", "H", "H", "H", "H", "H", "H", "H"],
  "xyz": [[1.683, 0.462, 4.587], [0.766, 1.047, 3.659], [0.090, 2.308, 4.436], [0.119, 3.494, 3.614], [-0.908, 3.493, 2.463], [-0.882, 4.760, 1.560], [-0.237, 6.268, 2.330], [1.512, 6.302, 2.049], [2.463, 7.281, 2.892], [1.960, 5.428, 1.021], [2.633, 4.254, 1.174], [2.793, 3.777, -0.087], [2.258, 4.648, -0.981], [1.762, 5.627, -0.312], [-0.510, -0.052, 3.601], [-0.665, -0.938, 2.177], [-1.593, 0.037, 1.223], [1.533, -0.883, 1.033], [1.144, 3.666, 3.283], [-0.124, 4.310, 4.294], [-0.696, 2.637, 1.814], [-1.886, 3.283, 2.903], [-0.308, 4.521, 0.664], [-1.903, 4.951, 1.231], [2.932, 3.840, 2.120], [3.276, 2.834, -0.284], [1.232, 6.502, -0.652], [-0.996, 0.493, 0.605], [0.354, -7.826, 0.039], [0.060, -7.693, 1.530], [-1.239, -6.946, 1.828], [-1.276, -5.495, 1.346], [-0.164, -4.603, 1.894], [-0.202, -4.448, 3.411], [0.495, -6.852, -0.433], [1.269, -8.401, -0.116], [-0.459, -8.345, -0.475], [0.902, -7.205, 2.028], [-0.012, -8.695, 1.963], [-1.425, -6.978, 2.905], [-2.072, -7.485, 1.365], [-2.245, -5.064, 1.619], [-1.238, -5.473, 0.253], [-0.265, -3.611, 1.445], [0.816, -4.979, 1.587], [-1.158, -4.035, 3.737], [0.587, -3.770, 3.745], [-0.047, -5.402, 3.918], [1.121, -8.186, -3.815], [0.688, -9.599, -3.437], [0.952, -10.628, -4.535], [0.198, -10.386, -5.844], [-1.322, -10.319, -5.713], [-1.944, -11.617, -5.205], [0.560, -7.807, -4.671], [0.947, -7.503, -2.982], [2.185, -8.156, -4.058], [-0.370, -9.598, -3.162], [1.237, -9.903, -2.541], [0.707, -11.623, -4.152], [2.024, -10.648, -4.752], [0.460, -11.184, -6.547], [0.553, -9.459, -6.303], [-1.742, -10.093, -6.696], [-1.613, -9.492, -5.060], [-1.699, -12.451, -5.865], [-3.031, -11.529, -5.168], [-1.603, -11.862, -4.198], [4.392, 4.599, -3.955], [4.864, 6.018, -3.659], [3.978, 7.094, -4.286], [3.915, 7.073, -5.814], [5.264, 7.203, -6.520], [5.971, 8.525, -6.234], [4.423, 4.375, -5.023], [5.034, 3.875, -3.450], [3.372, 4.450, -3.598], [5.900, 6.139, -3.990], [4.869, 6.166, -2.576], [4.324, 8.076, -3.949], [2.961, 6.985, -3.896], [3.261, 7.886, -6.145], [3.432, 6.149, -6.146], [5.097, 7.124, -7.598], [5.918, 6.370, -6.250], [5.351, 9.372, -6.532], [6.908, 8.583, -6.792], [6.215, 8.632, -5.176], [-6.620, 6.380, 4.296], [-6.576, 4.917, 4.727], [-6.165, 4.727, 6.187], [-4.760, 5.223, 6.534], [-3.634, 4.599, 5.714], [-3.499, 3.092, 5.891], [-5.638, 6.850, 4.357], [-6.957, 6.461, 3.261], [-7.313, 6.948, 4.919], [-5.903, 4.360, 4.068], [-7.569, 4.481, 4.590], [-6.250, 3.666, 6.442], [-6.883, 5.246, 6.828], [-4.577, 5.029, 7.595], [-4.719, 6.310, 6.419], [-2.691, 5.065, 6.014], [-3.765, 4.824, 4.650], [-3.322, 2.839, 6.938], [-2.652, 2.729, 5.305], [-4.389, 2.560, 5.552]],
  "forces_ev_per_a": [[0.157, -0.137, 0.320], [0.165, 0.359, -0.016], [-0.451, -0.618, -0.378], [-0.448, 0.640, -0.037], [0.605, -0.378, 0.297], [0.149, -0.948, 0.156], [0.119, 0.367, -0.033], [-0.786, -0.461, -0.016], [0.113, 0.014, 0.027], [-0.170, 0.960, 0.902], [0.181, -0.380, 0.122], [0.300, -0.419, 0.728], [0.194, -0.653, -1.776], [-0.359, 0.354, 0.651], [0.561, 0.448, -1.010], [-1.381, -0.391, 0.920], [1.348, -0.035, 0.086], [0.014, 0.154, -0.087], [-0.086, -0.051, -0.186], [0.056, -0.131, 0.108], [-0.030, 0.051, 0.023], [-0.031, 0.304, -0.037], [0.039, 0.254, 0.049], [0.102, 0.367, 0.048], [0.025, 0.201, 0.088], [-0.050, 0.107, -0.597], [0.080, -0.035, -0.227], [-0.488, 0.161, -0.080], [0.137, -0.021, 0.109], [-0.098, -0.041, -0.091], [-0.011, 0.011, 0.102], [0.024, -0.011, -0.117], [-0.102, 0.015, 0.085], [0.150, 0.039, -0.069], [-0.031, -0.008, -0.021], [-0.018, 0.001, -0.073], [-0.005, 0.042, -0.027], [-0.020, 0.007, 0.018], [0.027, 0.017, 0.033], [-0.006, 0.017, -0.007], [0.018, -0.014, -0.006], [0.015, 0.019, 0.017], [-0.007, -0.018, 0.006], [0.038, -0.094, -0.065], [-0.015, -0.009, -0.026], [-0.010, -0.034, 0.012], [-0.031, 0.001, 0.048], [-0.026, 0.008, 0.017], [-0.122, 0.001, 0.125], [0.136, 0.034, -0.053], [-0.045, -0.093, 0.032], [0.034, 0.113, -0.013], [0.008, -0.143, -0.086], [-0.089, 0.136, 0.046], [0.036, 0.002, -0.020], [0.035, 0.036, -0.031], [-0.014, 0.008, -0.045], [0.003, -0.028, -0.003], [-0.052, -0.021, 0.019], [-0.002, 0.000, -0.018], [-0.001, 0.015, 0.016], [-0.027, -0.007, 0.001], [0.013, -0.008, 0.012], [0.000, 0.049, 0.019], [0.032, 0.009, -0.001], [0.031, -0.015, 0.030], [0.004, -0.052, 0.004], [0.016, -0.033, -0.018], [0.095, -0.010, 0.003], [-0.103, -0.054, 0.022], [0.041, 0.104, 0.030], [-0.035, -0.111, -0.007], [-0.063, 0.147, -0.049], [0.109, -0.126, -0.030], [-0.003, 0.007, 0.001], [-0.042, -0.039, -0.013], [0.005, -0.002, 0.002], [-0.008, 0.040, -0.001], [0.022, 0.009, -0.006], [-0.007, 0.003, -0.021], [0.012, -0.031, 0.013], [0.024, 0.011, -0.014], [-0.003, 0.002, 0.022], [0.015, -0.049, 0.008], [-0.029, -0.013, 0.018], [-0.011, 0.008, 0.044], [-0.005, 0.051, 0.013], [-0.025, 0.031, -0.002], [0.023, -0.111, -0.122], [-0.063, 0.108, 0.068], [0.010, -0.107, 0.015], [-0.029, 0.108, -0.049], [0.074, -0.009, 0.081], [0.051, 0.035, -0.157], [-0.016, 0.025, 0.030], [-0.008, 0.052, 0.013], [0.039, 0.022, 0.019], [-0.002, -0.022, 0.022], [0.025, -0.039, -0.021], [0.015, 0.007, 0.009], [-0.008, 0.004, -0.020], [0.024, -0.022, -0.010], [-0.016, -0.006, 0.003], [-0.018, 0.053, -0.052], [-0.029, 0.077, 0.020], [-0.014, -0.047, -0.012], [-0.004, -0.134, 0.091], [0.002, -0.011, 0.034]],
  "lowdin_charge": [-0.37, 0.74, -0.32, -0.27, -0.20, -0.42, 0.93, -1.12, 0.74, -0.17, -0.08, -0.13, 0.08, -0.19, -0.62, 0.51, -0.37, 0.46, 0.08, 0.11, 0.08, 0.11, 0.07, 0.08, 0.12, 0.10, 0.14, 0.01, -0.12, -0.27, -0.23, -0.23, -0.29, -0.12, 0.06, 0.07, 0.07, 0.10, 0.10, 0.10, 0.11, 0.11, 0.10, 0.02, 0.10, 0.07, 0.07, 0.07, -0.10, -0.27, -0.23, -0.23, -0.27, -0.11, 0.07, 0.05, 0.08, 0.10, 0.10, 0.10, 0.11, 0.11, 0.10, 0.10, 0.10, 0.07, 0.07, 0.06, -0.12, -0.27, -0.23, -0.23, -0.27, -0.11, 0.06, 0.07, 0.06, 0.10, 0.10, 0.10, 0.11, 0.11, 0.10, 0.10, 0.10, 0.07, 0.07, 0.06, -0.11, -0.27, -0.23, -0.23, -0.27, -0.10, 0.06, 0.07, 0.08, 0.10, 0.10, 0.10, 0.11, 0.11, 0.10, 0.10, 0.09, 0.08, 0.05, 0.07],
  "gap_ha": 0.3119,
  "e_lumo_ev": -1.0,
  "fmax_ev_per_a": 1.9,
  "total_charge": 0,
  "total_energy_ev": -94283.6768,
  "multiplicity": 1
}

***

[3]
{
  "formula": "C4H10N4S",
  "method": "ωB97M-V with the def2-TZVPD basis set",
  "elements": ["N", "C", "C", "C", "N", "N", "S", "C", "N", "H", "H", "H", "H", "H", "H", "H", "H", "H", "H"],
  "xyz": [[2.759, 0.693, 0.222], [1.414, 0.479, 0.275], [0.698, -0.599, 0.788], [-0.746, -0.633, 0.533], [-1.068, -1.641, -0.556], [-1.369, 0.575, 0.011], [-3.065, 0.560, 0.255], [-0.628, 1.600, -0.370], [0.682, 1.516, -0.351], [3.252, 0.521, 1.085], [3.184, 1.440, -0.325], [1.073, -1.483, 1.192], [-1.232, -1.083, 1.351], [-0.672, -2.598, -0.254], [-0.581, -1.251, -1.431], [-2.106, -1.774, -0.769], [-3.248, 1.810, 0.969], [-0.911, 2.582, -0.771], [1.238, 2.377, -0.549]],
  "forces_ev_per_a": [[-0.296, -0.061, 0.790], [-0.153, -1.444, -0.004], [0.497, 3.353, -2.075], [0.375, -0.149, -0.662], [0.499, -1.552, -1.761], [0.384, 0.931, 1.239], [-1.519, 2.216, 0.582], [0.912, 0.343, -0.591], [0.976, 0.694, 0.260], [0.335, -0.411, -0.077], [-0.447, -0.211, 0.138], [1.127, -0.944, 0.852], [-1.138, 0.281, 1.339], [-0.585, 1.540, -0.999], [-0.778, -1.410, 1.138], [1.382, 0.183, 0.378], [0.484, -1.826, -0.896], [-1.213, -0.654, 0.305], [-0.841, -0.880, 0.044]],
  "lowdin_charge": [0.18, -0.27, 0.06, -0.35, 0.21, -0.41, 0.94, -0.05, 0.15, 0.14, 0.14, 0.12, 0.13, 0.22, 0.21, 0.18, 0.01, 0.19, 0.21],
  "gap_ha": 0.3193,
  "smiles": "NC1=C[C@H]([NH3+])N(S)C=[NH+]1",
  "e_lumo_ev": -8.4,
  "fmax_ev_per_a": 4.0,
  "total_charge": 2,
  "total_energy_ev": -21087.4925,
  "multiplicity": 1,
  "e_above_lowest_kcal_mol": 2.4
}